Below is CH5IOSi in the gas phase at a distorted geometry, with properties calculated with the ωB97M-V functional and the def2-TZVPD basis.

Cartesian coordinates (Å):
Si1 -0.858822 -1.125726 -0.324233
I1 -3.050814 -0.050321 -0.112480
H1 1.871927 1.566389 -0.167449
H2 0.553307 1.739983 0.799612
H3 1.420517 0.235646 1.017077
C1 1.002253 0.980137 0.275687
O1 0.274546 0.352069 -0.748831
H4 -0.462490 -1.702503 0.847850
H5 -0.750423 -1.995675 -1.587234

Atoms 1-6, force components in eV/Å:
Si 1.4 4.2 -4.1
I 0.3 -0.4 0.0
H -0.7 -1.2 0.1
H -2.1 1.6 1.3
H -0.3 0.8 -0.7
C 3.1 -1.5 -0.8

Summary:
SMILES string: CO[SiH2]I
LUMO level: 0.40 eV
HOMO-LUMO gap: 10.2 eV